No. 1
{
  "formula": "C3H6N2O2",
  "method": "the ωB97M-V functional and the def2-TZVPD basis",
  "charge": 0,
  "de_lowest_kj_mol": 320.1,
  "multiplicity": 1,
  "homo_ev": -8.916,
  "symbols": ["N", "C", "O", "C", "O", "C", "N", "H", "H", "H", "H", "H", "H"],
  "positions_angstrom": [[-0.011, -1.153, -1.913], [0.362, -0.879, -0.668], [0.228, -1.766, 0.194], [1.066, 0.469, -0.449], [0.795, 1.047, 0.784], [-0.412, 0.525, 1.295], [-1.090, 1.408, 1.905], [-0.446, -2.053, -2.046], [0.092, -0.511, -2.675], [0.823, 1.166, -1.271], [2.135, 0.234, -0.521], [-0.232, -0.799, 1.147], [-1.978, 1.041, 2.232]],
  "mulliken_charge": [-0.3403, 0.4953, -0.6352, -0.3078, -0.3577, 0.1412, -0.6766, 0.2573, 0.2027, 0.2885, 0.2774, 0.4104, 0.2448]
}

=====

No. 2
{
  "formula": "C4H5NO",
  "method": "the ωB97M-V functional and the def2-TZVPD basis",
  "charge": 0,
  "de_lowest_kj_mol": 214.5,
  "smiles": "O=C1CN2C[C@@H]12",
  "multiplicity": 1,
  "homo_ev": -9.775,
  "symbols": ["O", "C", "C", "N", "C", "C", "H", "H", "H", "H", "H"],
  "positions_angstrom": [[1.764, 1.604, 0.570], [0.902, 0.840, 0.232], [0.435, 0.256, -1.105], [-0.924, 0.031, -0.495], [-0.704, -1.031, 0.464], [-0.354, 0.356, 0.873], [0.426, 0.953, -1.946], [0.933, -0.673, -1.402], [0.041, -1.785, 0.220], [-1.594, -1.424, 0.951], [-0.924, 0.872, 1.639]],
  "mulliken_charge": [-0.5534, 0.4971, -0.3794, -0.4230, -0.1863, -0.2087, 0.2645, 0.2266, 0.2010, 0.2378, 0.3239]
}

=====

No. 3
{
  "formula": "C2H7N2O",
  "method": "the ωB97M-V functional and the def2-TZVPD basis",
  "charge": 1,
  "de_lowest_kj_mol": 313.3,
  "multiplicity": 1,
  "homo_ev": -14.325,
  "symbols": ["C", "N", "H", "H", "H", "H", "C", "N", "O", "H", "H", "H"],
  "positions_angstrom": [[2.163, 1.601, 0.621], [1.445, 1.476, -0.449], [2.893, 0.752, 0.595], [2.368, 2.595, 0.900], [0.899, 0.671, -0.803], [1.598, 2.062, -1.251], [-1.282, -0.955, 0.301], [-1.881, -2.025, -0.381], [-0.467, -0.052, 0.085], [-1.645, -0.997, 1.374], [-2.115, -2.135, -1.364], [-2.498, -2.567, 0.151]],
  "mulliken_charge": [-0.1163, -0.1203, 0.3050, 0.3174, 0.3388, 0.3043, 0.1858, -0.3418, -0.5940, 0.2102, 0.2539, 0.2570]
}

=====

No. 4
{
  "formula": "C24H45ClN3O9P2",
  "method": "the ωB97M-V functional and the def2-TZVPD basis",
  "charge": 1,
  "multiplicity": 1,
  "homo_ev": -11.511,
  "symbols": ["C", "C", "C", "C", "C", "N", "C", "O", "C", "N", "C", "N", "C", "C", "Cl", "C", "C", "H", "H", "H", "H", "H", "H", "H", "H", "H", "H", "H", "H", "H", "H", "H", "O", "P", "O", "C", "C", "O", "C", "C", "O", "C", "C", "H", "H", "H", "H", "H", "H", "H", "H", "H", "H", "H", "H", "H", "H", "H", "O", "P", "O", "C", "C", "O", "C", "C", "O", "C", "C", "H", "H", "H", "H", "H", "H", "H", "H", "H", "H", "H", "H", "H", "H", "H"],
  "positions_angstrom": [[6.124, 2.536, 3.289], [5.461, 2.574, 2.290], [4.606, 2.729, 1.104], [3.196, 2.114, 1.250], [2.568, 2.207, 2.659], [1.847, 3.476, 2.911], [2.282, 4.774, 2.818], [3.560, 5.135, 2.412], [3.475, 6.196, 1.641], [3.337, 7.133, 0.992], [1.322, 5.658, 3.173], [0.253, 4.828, 3.480], [0.567, 3.563, 3.312], [-0.428, 2.454, 3.555], [-1.973, 3.106, 4.194], [-0.770, 1.641, 2.275], [-0.927, 2.565, 1.048], [6.913, 2.623, 4.004], [5.102, 2.187, 0.288], [4.604, 3.768, 0.777], [3.208, 1.067, 0.949], [2.547, 2.629, 0.531], [1.792, 1.442, 2.705], [3.245, 1.994, 3.488], [1.331, 6.733, 3.229], [-0.621, 5.249, 3.765], [-0.043, 1.788, 4.332], [0.034, 0.934, 2.054], [-1.709, 1.119, 2.458], [0.012, 3.077, 0.809], [-1.656, 3.338, 1.320], [-1.266, 2.013, 0.171], [1.515, -4.087, 3.078], [2.240, -3.960, 1.785], [2.414, -2.350, 1.561], [3.323, -1.619, 2.375], [4.767, -1.859, 1.968], [1.031, -4.242, 0.716], [-0.166, -4.913, 1.117], [-1.262, -3.928, 1.467], [3.368, -4.354, 0.673], [3.651, -5.754, 0.406], [2.648, -6.393, -0.536], [3.170, -1.872, 3.430], [3.079, -0.564, 2.248], [5.070, -2.883, 2.188], [5.436, -1.185, 2.505], [4.894, -1.708, 0.896], [0.031, -5.597, 1.943], [-0.486, -5.526, 0.271], [-0.905, -3.148, 2.139], [-2.104, -4.436, 1.938], [-1.624, -3.427, 0.567], [3.716, -6.307, 1.345], [4.639, -5.773, -0.051], [1.746, -6.697, -0.005], [3.073, -7.291, -0.985], [2.355, -5.704, -1.326], [-2.595, 0.330, -3.021], [-3.919, 0.499, -3.713], [-4.861, 0.091, -2.415], [-5.045, 1.019, -1.359], [-6.003, 2.133, -1.750], [-3.974, -0.942, -4.502], [-2.775, -1.612, -4.899], [-2.365, -2.657, -3.881], [-5.317, 0.942, -4.474], [-5.281, 1.411, -5.849], [-5.217, 0.281, -6.861], [-4.076, 1.431, -1.051], [-5.454, 0.465, -0.513], [-5.568, 2.772, -2.521], [-6.240, 2.758, -0.887], [-6.926, 1.721, -2.154], [-1.973, -0.897, -5.081], [-2.984, -2.100, -5.854], [-2.376, -2.260, -2.866], [-1.365, -3.036, -4.097], [-3.061, -3.497, -3.896], [-4.450, 2.107, -5.984], [-6.202, 1.973, -5.994], [-4.198, -0.085, -6.980], [-5.547, 0.634, -7.839], [-5.840, -0.557, -6.556]],
  "mulliken_charge": [-0.0330, -0.4965, -0.6723, -0.5705, -0.4224, 0.5879, 0.3532, -0.3313, 0.5187, -0.3884, -0.8724, -0.0640, 0.0840, 0.0347, -0.1489, -0.4039, -1.1184, 0.4461, 0.4784, 0.3181, 0.5804, 0.2412, -0.3234, 0.4512, 0.4736, 0.2401, 0.4740, 0.1740, 0.4932, 0.1767, 0.3041, 0.4644, -0.7708, 0.9871, -0.1887, 0.8322, -1.2620, -0.3124, -0.3663, -1.0829, -0.3040, -0.3807, -0.9329, 0.3455, -0.8985, 0.4181, 0.4241, 0.2509, 0.4042, 0.4075, 0.2449, 0.3689, 0.2174, 0.3395, 0.3181, 0.1834, 0.4134, 0.2804, -0.7306, 1.1191, -0.3856, -0.0692, -1.0287, -0.3506, -0.3660, -1.1468, -0.2415, -0.3916, -0.9255, 0.0684, 0.3461, 0.2310, 0.4278, 0.2359, 0.3785, 0.3925, 0.2338, 0.3763, 0.3179, 0.3252, 0.3226, 0.1852, 0.4096, 0.2815]
}

=====

No. 5
{
  "formula": "C31H42CrN8P",
  "method": "the ωB97M-V functional and the def2-TZVPD basis",
  "charge": 1,
  "s2": 6.023,
  "de_lowest_kj_mol": 0.0,
  "multiplicity": 5,
  "homo_ev": [-8.934, -10.027],
  "symbols": ["Cr", "C", "N", "C", "C", "N", "N", "C", "N", "N", "H", "H", "H", "H", "H", "H", "H", "H", "H", "H", "H", "C", "C", "C", "C", "N", "C", "C", "C", "C", "C", "C", "N", "H", "H", "H", "H", "H", "H", "H", "H", "C", "P", "C", "C", "C", "C", "C", "C", "C", "H", "H", "H", "H", "H", "H", "H", "H", "H", "H", "H", "C", "N", "C", "C", "C", "C", "C", "C", "C", "C", "H", "H", "H", "H", "H", "H", "H", "H", "H", "H", "H", "H"],
  "positions_angstrom": [[-0.003, -0.300, 0.153], [-2.747, 4.531, 1.713], [-1.993, 3.387, 2.209], [-2.416, 2.807, 3.471], [-1.324, 2.562, 1.343], [-1.029, 1.331, 1.548], [-0.953, 3.198, 0.161], [-0.422, 2.651, -0.989], [-0.478, 3.534, -2.042], [0.102, 1.485, -1.052], [-3.295, 4.966, 2.544], [-3.466, 4.253, 0.938], [-2.087, 5.317, 1.336], [-2.790, 3.600, 4.113], [-1.563, 2.347, 3.972], [-3.207, 2.059, 3.351], [-1.420, 0.998, 2.420], [-1.061, 4.195, 0.131], [-1.298, 4.116, -2.108], [-0.141, 3.190, -2.926], [0.299, 1.213, -2.009], [3.875, 0.934, 1.984], [4.015, 0.043, 3.035], [2.985, -0.839, 3.318], [1.844, -0.804, 2.528], [1.727, 0.039, 1.494], [2.710, 0.895, 1.235], [0.668, -1.698, 2.752], [0.517, -2.440, 3.914], [-0.614, -3.232, 4.058], [-1.548, -3.259, 3.039], [-1.326, -2.492, 1.906], [-0.249, -1.722, 1.766], [4.655, 1.639, 1.732], [4.917, 0.033, 3.632], [3.079, -1.548, 4.127], [2.552, 1.556, 0.398], [1.257, -2.391, 4.698], [-0.759, -3.816, 4.957], [-2.441, -3.864, 3.110], [-2.015, -2.488, 1.072], [2.981, -2.511, -0.506], [2.286, -1.149, -1.527], [2.062, -1.990, -3.141], [3.776, -0.147, -1.895], [5.066, -0.659, -2.016], [6.135, 0.173, -2.312], [5.933, 1.534, -2.498], [4.656, 2.060, -2.384], [3.591, 1.223, -2.079], [3.757, -3.093, -1.006], [2.168, -3.193, -0.253], [3.383, -2.103, 0.423], [2.995, -2.452, -3.465], [1.766, -1.248, -3.884], [1.273, -2.738, -3.069], [5.255, -1.718, -1.880], [7.130, -0.243, -2.400], [6.769, 2.180, -2.734], [4.488, 3.120, -2.529], [2.601, 1.644, -1.975], [-5.487, -0.048, -1.383], [-4.308, 0.396, -0.665], [-4.119, -0.399, 0.532], [-3.094, 0.480, -1.489], [-2.450, -0.845, -1.854], [-3.051, -1.622, -2.847], [-2.613, -2.908, -3.113], [-1.559, -3.423, -2.370], [-0.944, -2.623, -1.419], [-1.329, -1.301, -1.134], [-6.365, 0.089, -0.749], [-5.446, -1.107, -1.677], [-5.623, 0.556, -2.282], [-4.967, -0.250, 1.205], [-3.203, -0.092, 1.039], [-4.046, -1.477, 0.315], [-2.374, 1.059, -0.911], [-3.359, 1.053, -2.383], [-3.882, -1.217, -3.415], [-3.092, -3.504, -3.880], [-1.214, -4.436, -2.543], [-0.105, -3.061, -0.878]],
  "mulliken_charge": [-0.4292, -1.0927, 0.0924, -1.1191, 0.1344, 0.2521, -0.0337, 0.0334, -0.6031, 0.6655, 0.3471, 0.3344, 0.3480, 0.3288, 0.3756, 0.3836, -0.0656, 0.2270, 0.2122, 0.2389, 0.0679, -1.0420, -0.7429, -1.0587, 0.5737, 1.0999, -0.5071, 0.3814, -0.9962, -0.6733, -1.1045, -0.4152, 1.0809, 0.5095, 0.4416, 0.4438, 0.5502, 0.4140, 0.4416, 0.4950, 0.3527, -1.7193, 1.6065, -1.4317, 0.7539, -0.7092, -0.6760, -0.5711, -0.6810, -0.5128, 0.5971, 0.3466, 0.3278, 0.4713, 0.3882, 0.3903, 0.2860, 0.4224, 0.3991, 0.4279, 0.1877, -1.0286, 0.0672, -0.6680, -0.5199, 0.9296, -0.5396, -0.9124, -0.9840, 0.0873, 0.1363, 0.3318, 0.3735, 0.3276, 0.5124, -0.1678, 0.3065, -1.2217, 0.8433, 0.5168, 0.4072, 0.4709, 0.4856]
}

=====

No. 6
{
  "formula": "C4H6O2",
  "method": "the ωB97M-V functional and the def2-TZVPD basis",
  "charge": 0,
  "de_lowest_kj_mol": 108.4,
  "smiles": "CC(=O)CC=O",
  "multiplicity": 1,
  "homo_ev": -9.931,
  "symbols": ["C", "C", "O", "C", "C", "O", "H", "H", "H", "H", "H", "H"],
  "positions_angstrom": [[0.550, -0.704, -1.209], [-0.444, -0.677, -0.095], [-0.763, -1.629, 0.586], [-0.871, 0.713, 0.324], [0.286, 0.788, 1.354], [1.341, 1.295, 1.056], [1.193, 0.183, -1.154], [-0.008, -0.659, -2.148], [1.140, -1.616, -1.143], [-0.708, 1.481, -0.437], [-1.929, 0.683, 0.612], [0.213, 0.143, 2.254]],
  "mulliken_charge": [-1.1058, 0.6559, -0.5523, -0.4400, -0.0046, -0.4599, 0.3315, 0.3203, 0.3130, 0.2601, 0.3189, 0.3630]
}

=====

No. 7
{
  "formula": "C6H14O",
  "method": "the ωB97M-V functional and the def2-TZVPD basis",
  "charge": 0,
  "de_lowest_kj_mol": 83.6,
  "smiles": "CCCCCOC",
  "multiplicity": 1,
  "homo_ev": -9.817,
  "symbols": ["C", "C", "C", "C", "C", "O", "C", "H", "H", "H", "H", "H", "H", "H", "H", "H", "H", "H", "H", "H", "H"],
  "positions_angstrom": [[-3.271, 0.119, -0.602], [-2.327, -0.439, 0.466], [-0.910, -0.505, -0.118], [0.284, -0.343, 0.827], [1.487, 0.035, -0.024], [2.634, 0.256, 0.755], [3.708, 0.677, -0.046], [-4.326, 0.103, -0.313], [-3.165, -0.450, -1.534], [-2.994, 1.156, -0.827], [-2.352, 0.201, 1.357], [-2.666, -1.431, 0.794], [-0.801, -1.440, -0.683], [-0.826, 0.297, -0.868], [0.494, -1.258, 1.393], [0.100, 0.454, 1.559], [1.678, -0.757, -0.771], [1.242, 0.950, -0.593], [3.977, -0.087, -0.795], [4.565, 0.854, 0.608], [3.469, 1.609, -0.585]],
  "mulliken_charge": [-1.2792, -0.2731, -0.7226, -0.3959, -0.6034, -0.3193, -0.7126, 0.3820, 0.2981, 0.3353, 0.3135, 0.2948, 0.2721, 0.3608, 0.2501, 0.2863, 0.3379, 0.3306, 0.2927, 0.2513, 0.3006]
}

=====

no.,electronic energy (a.u.)
1,-377.83741
2,-285.33288
3,-264.81187
4,-2925.51042
5,-3030.22456
6,-306.46500
7,-312.22321